Entry 1:
DFT (ωB97M-V with the def2-TZVPD basis set) results for a molecular structure, C5H7NO3 in a non-equilibrium geometry.

```
16
Properties=species:S:1:pos:R:3:forces:R:3
C 2.147 1.000 0.850 1.170 -2.985 -0.351
C 1.785 -0.059 0.157 -3.655 -0.479 -2.227
C -1.191 0.124 -0.533 -0.905 1.909 -0.196
C -1.407 -1.394 -0.587 -0.590 0.698 -0.902
C 0.198 -0.215 -0.907 4.405 -1.475 3.552
N 0.694 0.282 -2.187 1.376 0.768 -0.859
O 0.408 1.446 -2.445 -0.096 -0.609 -0.046
O 1.498 -0.401 -2.801 -0.838 0.246 0.260
O -0.032 -1.596 -0.845 1.115 -0.059 -1.483
H 3.089 0.787 1.298 0.794 0.348 0.744
H 1.655 1.840 1.176 -1.277 1.963 -0.126
H 2.254 -1.079 0.123 -0.294 1.375 -0.271
H -1.534 0.788 -1.354 -0.623 -0.619 0.578
H -1.354 0.660 0.430 0.187 -0.630 -0.679
H -1.580 -1.833 0.324 -0.903 -0.837 2.386
H -2.086 -1.860 -1.303 0.133 0.386 -0.381
```
Forces are in eV/Å.

Gap between HOMO and LUMO ... 0.3653 Ha
Lowest unoccupied orbital energy ... 0.02 eV
Relative energy (zero: lowest compared OMol25 entry of this formula, charge and spin) ... 738.5 kJ/mol
Calculated total energy ... -474.9677 hartree

=====

Entry 2:
DFT (ωB97M-V with the def2-TZVPD basis set) results for C5H7NO3S2 in the gas phase in a non-equilibrium geometry.

```
18
Properties=species:S:1:pos:R:3:forces:R:3
C 1.072 -1.327 -0.814 3.073 0.018 -1.129
C -0.325 -1.107 -0.726 -0.443 0.852 1.652
C 1.972 -1.031 0.176 -0.445 0.655 1.035
C -0.913 -0.294 0.211 0.539 -0.543 -0.262
C -0.189 0.654 1.120 2.698 1.013 -1.224
N 0.248 1.910 0.341 -1.028 -1.512 3.191
O -2.961 0.519 1.567 0.142 -0.706 -0.499
O -3.185 -1.502 0.093 -0.654 -0.415 -0.232
O -3.052 0.796 -0.824 3.458 1.636 3.206
S 1.476 -0.184 1.654 -1.002 -0.240 -0.715
S -2.649 -0.217 0.371 -0.040 1.215 0.193
H 1.500 -1.702 -1.806 -0.793 0.159 1.644
H -0.870 -1.750 -1.379 -0.898 0.057 -0.311
H 3.079 -1.255 0.267 -1.598 0.061 -0.735
H -0.750 0.951 2.021 0.438 -0.526 -0.415
H -3.660 0.461 -1.383 -3.321 -2.112 -2.994
H 0.029 1.663 -0.604 -0.480 1.171 -0.567
H -0.184 2.710 0.863 0.355 -0.782 -1.837
```
Forces are in eV/Å.

Gap between HOMO and LUMO ... 0.3003 Ha
SMILES ... N[C@@H]1SC=CC=C1S(=O)(=O)O
Lowest unoccupied orbital energy ... -0.49 eV
Relative energy (zero: lowest compared OMol25 entry of this formula, charge and spin) ... 26.1 kJ/mol
Calculated total energy ... -1271.5006 hartree

=====

Entry 3:
DFT (ωB97M-V with the def2-TZVPD basis set) results for 2 unconnected molecules or ions with the total composition C5H7NO4 in a non-equilibrium geometry.

```
17
Properties=species:S:1:pos:R:3:forces:R:3
C -0.360 0.903 1.421 -0.111 0.050 0.212
C 0.747 0.422 0.507 -0.965 -0.369 0.216
O 0.951 -1.014 0.630 -0.034 -0.296 -1.426
C 0.778 -1.205 -0.803 2.347 -0.216 0.818
O 1.287 -2.049 -1.468 -1.371 0.726 0.852
C 0.332 0.248 -0.997 0.968 -0.028 -0.293
O -1.001 0.351 -1.329 -0.489 0.480 -0.012
C 2.011 1.152 0.740 0.503 0.197 -0.165
N 2.994 1.733 0.909 -0.806 -0.422 -0.127
H -1.259 0.296 1.256 0.220 0.219 -0.043
H -0.065 0.797 2.472 -0.002 0.092 -0.271
H -0.586 1.955 1.208 0.006 -0.217 0.131
H 1.008 0.778 -1.680 -0.255 -0.117 -0.019
H -1.179 1.154 -1.828 0.044 0.027 0.027
O -2.011 -2.172 -0.548 1.113 0.325 2.933
H -1.649 -2.073 0.429 -1.173 -0.236 -3.091
H -1.997 -1.275 -0.919 0.005 -0.215 0.259
```
Forces are in eV/Å.

Gap between HOMO and LUMO ... 0.4061 Ha
SMILES ... C[C@@]1(C#N)OC(=O)[C@H]1O.O
Lowest unoccupied orbital energy ... -0.22 eV
Relative energy (zero: lowest compared OMol25 entry of this formula, charge and spin) ... 119.3 kJ/mol
Calculated total energy ... -550.3926 hartree

=====

Entry 4:
DFT (ωB97M-V with the def2-TZVPD basis set) results for C5H7NO5S2 in the gas phase in a non-equilibrium geometry.

```
20
Properties=species:S:1:pos:R:3:forces:R:3
O 0.227 -2.081 0.108 -0.199 0.570 -0.187
O -2.550 -1.758 -1.636 1.259 2.674 3.240
O -3.823 0.130 -0.650 2.833 -0.970 1.068
S 0.170 2.366 2.013 -0.883 -0.576 -0.022
O -1.641 0.489 1.577 1.490 -1.375 -1.968
O -1.671 0.526 -1.686 0.254 -0.229 1.721
C -0.180 -0.994 0.422 0.426 -2.449 -0.552
C -0.353 0.936 1.389 1.642 3.179 0.750
N 0.533 0.150 0.635 -2.360 1.213 0.086
C 2.739 -0.220 -0.554 0.681 -1.145 -0.775
C 1.837 0.735 0.115 0.210 -0.976 2.466
C -1.695 -0.728 0.770 2.363 0.805 0.957
S -2.503 -0.528 -0.792 -5.723 -1.565 -5.506
H -2.080 1.356 -1.378 0.272 0.315 -0.464
H 2.403 -0.700 -1.461 -0.661 0.424 -0.523
H 2.915 -1.064 0.040 0.481 -1.199 1.260
H 3.716 0.196 -0.797 -0.147 0.447 0.200
H 1.780 1.564 -0.508 -1.601 1.577 -1.130
H 2.277 1.164 1.033 0.068 -0.481 -0.361
H -2.099 -1.537 1.360 -0.403 -0.239 -0.260
```
Forces are in eV/Å.

Gap between HOMO and LUMO ... 0.3408 Ha
SMILES ... CCN1C(=O)[C@H](S(=O)(=O)O)OC1=S
Lowest unoccupied orbital energy ... -0.32 eV
Relative energy (zero: lowest compared OMol25 entry of this formula, charge and spin) ... 88.5 kJ/mol
Calculated total energy ... -1421.9930 hartree

=====

Entry 5:
DFT (ωB97M-V with the def2-TZVPD basis set) results for C5H7NOS in the gas phase in a non-equilibrium geometry.

```
15
Properties=species:S:1:pos:R:3:forces:R:3
C 1.302 -0.215 -0.043 3.334 1.778 0.461
C 0.535 -1.423 -0.068 -3.667 -0.008 1.851
C -1.236 -0.351 1.062 -6.239 -0.319 -0.356
C -1.271 0.846 0.148 -0.550 -0.510 0.472
C -1.561 -0.103 -0.953 2.493 -1.087 -0.663
H 0.706 -1.891 0.952 0.017 -0.276 -1.719
H 0.789 -1.883 -0.945 1.179 -2.170 -1.752
H -2.415 -0.495 1.335 2.558 -0.106 -0.306
H -0.755 -0.307 2.008 1.209 -0.489 0.430
H -2.082 1.548 0.190 0.469 1.387 0.861
H -0.957 0.232 -1.742 0.666 -0.191 -1.885
H -2.502 -0.373 -1.342 -1.489 0.012 0.238
N -0.980 -1.228 -0.158 1.444 -0.478 2.688
O 2.537 -0.240 -0.009 -2.257 0.376 -0.212
S 0.448 1.323 -0.010 0.833 2.080 -0.108
```
Forces are in eV/Å.

Gap between HOMO and LUMO ... 0.3573 Ha
SMILES ... O=C1CN2CC(C2)S1
Lowest unoccupied orbital energy ... 0.65 eV
Relative energy (zero: lowest compared OMol25 entry of this formula, charge and spin) ... 328.7 kJ/mol
Calculated total energy ... -722.7929 hartree

=====

Entry 6:
DFT (ωB97M-V with the def2-TZVPD basis set) results for C5H7NOS in the gas phase in a non-equilibrium geometry.

```
15
Properties=species:S:1:pos:R:3:forces:R:3
C -2.057 -1.512 -1.267 0.001 -0.646 -0.194
C -1.777 -0.307 -0.789 -0.537 1.033 0.154
C 0.677 -0.310 -0.307 -0.041 0.024 0.086
C 1.676 0.640 0.316 -0.873 -0.382 0.182
C 1.520 1.014 1.727 -0.218 0.160 -0.119
H -1.327 -2.313 -1.379 -0.144 0.451 0.119
H -3.075 -1.755 -1.576 0.253 0.326 0.166
H -2.551 0.486 -0.698 0.400 -0.845 -0.163
H -0.587 1.173 0.000 -0.018 0.355 0.073
H 2.635 0.574 -0.142 0.684 0.134 -0.117
H 2.396 1.286 2.305 -0.056 -0.065 0.034
H 0.642 0.661 2.274 0.330 -0.051 -0.072
N -0.556 0.229 -0.341 0.232 -0.893 -0.232
O 1.197 1.932 0.672 0.138 -0.034 -0.031
S 1.188 -1.801 -0.796 -0.152 0.432 0.116
```
Forces are in eV/Å.

Gap between HOMO and LUMO ... 0.3280 Ha
SMILES ... C=CNC(=S)[C@@H]1CO1
Lowest unoccupied orbital energy ... 0.38 eV
Relative energy (zero: lowest compared OMol25 entry of this formula, charge and spin) ... 204.5 kJ/mol
Calculated total energy ... -722.8402 hartree

=====

Entry 7:
DFT (ωB97M-V with the def2-TZVPD basis set) results for C5H7NOS in the gas phase in a non-equilibrium geometry.

```
15
Properties=species:S:1:pos:R:3:forces:R:3
C 0.720 0.705 1.563 -1.686 0.328 0.720
C -0.256 -0.353 0.907 0.870 2.464 -1.111
C -0.462 0.013 -0.581 0.915 -2.152 -0.573
C -0.202 -0.838 -1.636 -0.825 1.818 -0.220
C -0.626 -0.104 -2.798 -0.269 -1.274 0.275
H 1.760 -0.680 3.234 -0.321 0.456 0.184
H 0.205 1.707 1.669 0.571 -0.983 -0.882
H 1.640 0.791 0.995 0.084 0.119 0.072
H -1.222 -0.265 1.359 -0.469 -0.250 0.646
H 0.154 -1.362 0.984 -0.189 0.154 -0.120
H 0.094 -1.840 -1.682 0.584 -1.073 0.460
H -0.740 -0.427 -3.858 0.370 0.386 1.095
N -1.108 1.028 -2.452 -0.349 2.037 0.041
O -0.965 1.173 -1.057 0.142 -1.137 -0.064
S 1.007 0.453 3.353 0.572 -0.894 -0.523
```
Forces are in eV/Å.

Gap between HOMO and LUMO ... 0.3709 Ha
SMILES ... SCCc1ccno1
Lowest unoccupied orbital energy ... 0.77 eV
Relative energy (zero: lowest compared OMol25 entry of this formula, charge and spin) ... 213.2 kJ/mol
Calculated total energy ... -722.8369 hartree

=====

Entry 8:
DFT (ωB97M-V with the def2-TZVPD basis set) results for a molecular structure, C5H7NOS in a non-equilibrium geometry.

```
15
Properties=species:S:1:pos:R:3:forces:R:3
C -0.379 -0.519 2.621 3.050 -0.456 3.492
C -0.364 -1.049 1.255 -5.014 -2.271 -2.969
C -0.178 -0.014 0.192 2.518 0.789 -1.064
C -0.058 -0.569 -1.057 -0.234 2.177 -4.547
C 0.215 0.164 -2.291 3.629 2.878 1.727
H 0.603 0.259 2.739 -2.658 -2.417 -0.096
H -1.223 0.183 2.672 0.047 -0.365 0.074
H -0.420 -1.371 3.525 0.075 2.450 -2.624
H -0.344 -1.476 -1.453 -0.778 -2.558 0.942
H 0.163 -0.217 -3.412 -0.214 0.641 2.745
H 0.839 1.711 -1.050 0.341 0.186 -1.152
H 0.915 1.980 -2.856 0.517 0.416 -0.290
N 0.962 1.361 -2.067 -2.926 -3.483 -3.075
O -0.965 -2.070 0.745 2.746 2.518 3.498
S 0.233 1.628 0.437 -1.100 -0.504 3.339
```
Forces are in eV/Å.

Gap between HOMO and LUMO ... 0.2605 Ha
Lowest unoccupied orbital energy ... -1.24 eV
Relative energy (zero: lowest compared OMol25 entry of this formula, charge and spin) ... 409.3 kJ/mol
Calculated total energy ... -722.7622 hartree

=====

Entry 9:
DFT (ωB97M-V with the def2-TZVPD basis set) results for C5H7NOS in the gas phase in a non-equilibrium geometry.

```
15
Properties=species:S:1:pos:R:3:forces:R:3
C 1.386 0.176 0.465 -0.981 0.812 0.523
C 0.976 -0.930 -0.425 -1.161 -0.891 0.184
C -0.565 -1.215 -0.272 0.891 -0.331 -0.474
C -1.373 0.001 -0.586 -0.806 0.071 -0.038
C 0.312 1.193 0.826 -1.374 0.580 -0.366
H 1.520 -1.837 -0.115 0.103 0.432 -0.586
H 1.210 -0.581 -1.440 0.006 -0.501 0.022
H -0.894 -2.000 -0.961 0.208 0.120 0.289
H -0.761 -1.565 0.753 -0.048 0.183 -0.202
H -1.347 2.022 -0.306 0.174 -0.925 0.087
H 0.744 2.206 0.804 -0.095 -0.409 -0.323
H -0.022 1.090 1.881 0.203 -0.396 -0.527
N -0.875 1.130 -0.105 1.500 1.518 1.134
O 2.476 0.330 0.920 1.279 -0.104 0.374
S -2.787 -0.021 -1.438 0.103 -0.158 -0.098
```
Forces are in eV/Å.

Gap between HOMO and LUMO ... 0.3305 Ha
SMILES ... O=C1CCC(=S)NC1
Lowest unoccupied orbital energy ... 0.58 eV
Relative energy (zero: lowest compared OMol25 entry of this formula, charge and spin) ... 35.8 kJ/mol
Calculated total energy ... -722.9044 hartree

=====

Entry 10:
DFT (ωB97M-V with the def2-TZVPD basis set) results for C5H7NOS in the gas phase in a non-equilibrium geometry.

```
15
Properties=species:S:1:pos:R:3:forces:R:3
C 0.355 0.581 0.026 -2.394 1.470 1.350
C 1.811 0.768 0.184 1.272 -0.604 -0.915
C -0.141 -0.821 -0.063 -0.444 -3.891 0.765
C 1.042 -1.781 -0.474 0.156 2.070 0.810
C -1.764 1.425 0.243 -1.208 -0.643 3.203
N -0.395 1.601 0.251 2.894 -0.306 -1.526
O 2.446 1.788 0.156 -0.569 -0.973 0.437
S 2.505 -0.928 0.266 0.338 0.110 -0.094
H -0.598 -1.313 0.927 1.046 1.692 -1.703
H -0.914 -1.060 -0.811 0.063 0.803 0.187
H 0.993 -2.808 -0.123 -0.173 0.174 0.126
H 1.138 -1.741 -1.547 0.209 -0.240 -0.354
H -2.089 1.927 1.197 -0.100 -0.916 -0.420
H -2.059 0.382 0.189 -0.522 -0.027 0.207
H -2.330 1.980 -0.419 -0.568 1.283 -2.073
```
Forces are in eV/Å.

Gap between HOMO and LUMO ... 0.3399 Ha
SMILES ... C/N=C1\CCSC1=O
Lowest unoccupied orbital energy ... -0.23 eV
Relative energy (zero: lowest compared OMol25 entry of this formula, charge and spin) ... 161.3 kJ/mol
Calculated total energy ... -722.8566 hartree